26
Properties=species:S:1:pos:R:3:forces:R:3 method="wB97M-V/def2-TZVPD" lumo_ha=-0.025 smiles="Cn1nncc1-c1cc(=O)c2cc(F)ccc2o1" e_tot_ev=-23853.2371 fmax_ev_per_a=4.74 gap_ha=0.312 de_lowest_kcal_mol=38.7
C -1.657 -1.466 2.671 1.79 -2.45 1.16
N -0.309 -0.945 3.019 -2.03 1.31 1.77
N -0.030 -0.608 4.370 2.46 -1.79 -3.36
N 1.257 -0.329 4.356 -1.14 1.18 -0.75
C 1.693 -0.243 3.043 1.16 0.99 0.81
C 0.736 -0.627 2.181 -2.93 -0.06 0.34
C 0.680 -0.414 0.717 3.28 0.62 -2.49
C 1.863 -0.304 -0.023 -2.47 -1.56 3.73
C 1.845 -0.217 -1.417 -0.33 2.48 -0.53
O 2.872 -0.264 -2.017 2.59 -0.91 -2.13
C 0.655 0.377 -2.010 -1.48 0.30 -1.26
C 0.583 1.026 -3.282 -0.97 -1.04 0.47
C -0.639 1.560 -3.706 2.11 -1.41 2.11
F -0.778 2.023 -4.916 -0.15 0.87 -1.29
C -1.718 1.495 -2.855 -1.84 -0.61 0.65
C -1.736 0.754 -1.689 -0.38 -0.23 0.82
C -0.498 0.263 -1.266 0.08 0.71 0.47
O -0.442 -0.159 0.024 -1.64 -1.16 2.22
H -2.486 -0.800 2.554 0.07 0.74 -0.39
H -1.960 -2.275 3.407 0.50 1.29 -0.38
H -1.346 -2.083 1.842 -1.02 0.10 -1.01
H 2.540 0.346 2.686 0.21 -0.68 0.85
H 2.814 -0.449 0.442 0.34 -0.16 0.20
H 1.395 0.880 -3.964 0.51 0.39 -0.20
H -2.660 1.930 -3.107 -0.37 0.30 -0.64
H -2.675 0.528 -1.061 1.67 0.79 -1.14